# 1
A molecular structure, C24H31BCl13N2O7PS. Source: OMol25; level of theory: ωB97M-V with the def2-TZVPD basis set.

Results
Energy relative to the best compared isomer or geometry (same formula, charge and spin), eV: 11.090
E_tot, Eh: -8315.87019

CARTESIAN COORDINATES (ANGSTROEM)
1 C -2.35 3.15 0.02
2 C -2.85 3.83 -1.36
3 O -4.29 3.53 -1.43
4 C -2.18 3.16 -2.66
5 N -0.75 3.58 -2.86
6 C 0.19 2.54 -2.26
7 C 1.42 3.20 -1.49
8 O 2.49 2.28 -1.12
9 C 2.00 0.99 -0.78
10 C 1.00 0.79 0.40
11 C 0.41 -0.59 0.77
12 C 0.80 -1.87 0.00
13 C 1.82 -1.72 -1.19
14 C 2.22 -3.02 -2.05
15 C 1.74 -2.88 -3.60
16 C 0.85 -4.12 -4.10
17 O 1.39 -5.42 -3.73
18 C 2.41 -0.31 -1.58
19 P 3.61 -0.03 -3.03
20 O 4.56 -1.43 -3.32
21 O 4.77 1.20 -2.63
22 N 0.29 -3.24 0.25
23 Cl -1.16 -3.36 -0.72
24 C 0.02 -3.51 1.67
25 C 0.32 -4.97 2.17
26 C 0.06 -5.45 3.63
27 C -0.53 -4.46 4.66
28 C -0.80 -2.98 4.20
29 B -1.41 -1.97 5.32
30 O -1.04 -1.95 6.71
31 O -2.45 -1.04 4.90
32 C -0.52 -2.51 2.72
33 S -0.83 -0.76 2.17
34 H -1.29 3.45 0.32
35 H -3.11 3.49 0.82
36 H -2.47 2.00 -0.04
37 H -2.72 4.97 -1.32
38 H -4.76 4.18 -0.85
39 H -2.32 2.03 -2.72
40 H -2.75 3.59 -3.58
41 H -0.60 3.45 -3.88
42 H 0.58 1.83 -3.09
43 H -0.49 1.90 -1.58
44 H 1.89 3.97 -2.21
45 H 1.12 3.81 -0.56
46 H 0.68 1.69 1.02
47 H 1.75 -3.98 -1.65
48 H 3.36 -3.16 -1.98
49 H 1.15 -1.89 -3.68
50 H 2.67 -2.84 -4.28
51 H 0.87 -4.09 -5.26
52 H -0.25 -3.98 -3.78
53 H 0.80 -5.86 -3.08
54 H 5.53 -1.22 -3.25
55 H 5.34 0.89 -1.88
56 H 0.75 -5.76 1.45
57 H 0.30 -6.52 3.96
58 H -0.75 -4.83 5.72
59 H -0.07 -1.94 6.82
60 H -2.27 -0.17 5.32
61 C 6.87 2.88 -5.22
62 Cl 8.48 2.85 -4.49
63 Cl 6.74 4.20 -6.39
64 Cl 6.51 1.33 -5.99
65 H 6.14 3.05 -4.43
66 C -7.58 2.26 -0.07
67 Cl -9.13 1.64 0.50
68 Cl -7.27 3.87 0.59
69 Cl -6.27 1.15 0.37
70 H -7.61 2.33 -1.16
71 C -4.35 5.84 2.20
72 Cl -2.66 5.69 2.68
73 Cl -5.13 7.17 3.08
74 Cl -4.48 6.10 0.45
75 H -4.86 4.92 2.45
76 C 2.20 -4.15 7.76
77 Cl 2.44 -5.66 8.66
78 Cl 1.15 -4.42 6.35
79 Cl 1.52 -2.90 8.81
80 H 3.17 -3.81 7.40

Atom charges from the Löwdin analysis, given in e for atoms 1 to 6: -0.07, -0.38, -0.16, -0.19, -0.08, -0.20

***

# 2
5 unconnected molecules or ions with the total composition C24H31BNO6P3. Source: OMol25; level of theory: ωB97M-V with the def2-TZVPD basis set.

Results
SMILES string: N=P(O)(O)B([PH2]=O)P(=O)(O)O.c1ccccc1.c1ccccc1.c1ccccc1.c1ccccc1
E_tot, Eh: -2488.22727

CARTESIAN COORDINATES (ANGSTROEM)
1 N 1.21 -0.77 1.91
2 P 1.63 0.76 1.60
3 O 2.80 1.23 2.81
4 O 2.36 0.82 0.02
5 B 0.09 1.89 1.64
6 P 0.41 3.75 2.13
7 O 0.17 4.73 0.89
8 P -1.66 1.22 1.22
9 O -2.32 2.05 0.04
10 O -1.59 -0.46 0.66
11 O -2.66 1.21 2.67
12 H 1.69 -1.18 2.74
13 H 3.07 0.42 3.32
14 H 3.32 0.51 0.18
15 H 1.76 3.97 2.62
16 H -0.56 4.06 3.18
17 H -1.69 -1.01 1.52
18 H -3.56 0.85 2.38
19 C -4.56 -4.31 3.45
20 C -3.61 -3.29 3.57
21 C -4.02 -1.96 3.57
22 C -5.37 -1.64 3.43
23 C -6.32 -2.66 3.30
24 C -5.91 -4.00 3.31
25 H -4.24 -5.35 3.46
26 H -2.56 -3.54 3.68
27 H -3.29 -1.16 3.67
28 H -5.69 -0.60 3.43
29 H -7.37 -2.42 3.19
30 H -6.64 -4.79 3.21
31 C -3.00 9.08 -1.11
32 C -2.99 8.03 -2.03
33 C -2.16 6.93 -1.83
34 C -1.34 6.88 -0.70
35 C -1.35 7.93 0.22
36 C -2.18 9.03 0.02
37 H -3.66 9.93 -1.27
38 H -3.62 8.07 -2.92
39 H -2.14 6.12 -2.54
40 H -0.69 6.02 -0.54
41 H -0.71 7.89 1.10
42 H -2.19 9.84 0.73
43 C 1.53 -3.01 -1.94
44 C 0.94 -1.78 -1.64
45 C -0.36 -1.51 -2.06
46 C -1.07 -2.47 -2.78
47 C -0.48 -3.69 -3.09
48 C 0.82 -3.96 -2.67
49 H 2.54 -3.22 -1.60
50 H 1.49 -1.03 -1.07
51 H -0.83 -0.56 -1.82
52 H -2.09 -2.26 -3.11
53 H -1.03 -4.43 -3.67
54 H 1.29 -4.91 -2.91
55 C 7.77 -3.86 -3.28
56 C 6.60 -3.38 -3.87
57 C 5.36 -3.79 -3.39
58 C 5.29 -4.68 -2.31
59 C 6.46 -5.16 -1.72
60 C 7.70 -4.75 -2.21
61 H 8.74 -3.54 -3.65
62 H 6.66 -2.70 -4.71
63 H 4.45 -3.42 -3.85
64 H 4.32 -4.99 -1.93
65 H 6.40 -5.85 -0.89
66 H 8.61 -5.12 -1.75

Atom charges from the Löwdin analysis, given in e for atoms 1 to 6: -0.16, 0.64, -0.25, -0.23, -0.40, 0.73

***

# 3
A molecular structure, C24H31Cl3N5OPdS2. Source: OMol25; level of theory: ωB97M-V with the def2-TZVPD basis set.

Results
Energy relative to the best compared isomer or geometry (same formula, charge and spin), eV: 0.543
Charge: +1
E_tot, Eh: -3586.86122

CARTESIAN COORDINATES (ANGSTROEM)
1 Pd -0.27 -1.47 1.36
2 Cl 4.71 -2.61 6.29
3 C 3.82 -2.23 4.85
4 C 2.43 -2.32 4.86
5 C 1.77 -2.00 3.70
6 Cl 0.01 -2.10 3.68
7 C 2.38 -1.59 2.51
8 O 1.74 -1.29 1.41
9 C 3.79 -1.52 2.57
10 Cl 4.64 -1.04 1.14
11 C 4.50 -1.84 3.71
12 H 1.90 -2.63 5.75
13 H 5.58 -1.77 3.71
14 C -4.99 -3.83 0.99
15 N -4.89 -2.43 1.36
16 C -5.95 -1.62 1.67
17 C -5.45 -0.41 1.97
18 N -4.06 -0.47 1.85
19 C -3.73 -1.75 1.47
20 S -2.29 -2.60 1.11
21 C -3.23 0.66 2.12
22 C -3.82 1.90 2.34
23 C -3.00 2.98 2.61
24 C -1.62 2.79 2.64
25 C -1.15 1.52 2.40
26 N -1.93 0.47 2.15
27 H -6.04 -4.09 0.96
28 H -4.47 -4.45 1.71
29 H -4.55 -3.98 0.00
30 H -6.97 -1.97 1.65
31 H -5.98 0.48 2.27
32 H -4.89 2.06 2.31
33 H -3.43 3.95 2.78
34 H -0.94 3.60 2.85
35 H -0.08 1.31 2.42
36 C -0.02 2.54 -5.20
37 C -0.07 1.07 -4.81
38 C -1.18 0.73 -3.83
39 C -1.11 1.50 -2.51
40 N 0.20 1.41 -1.88
41 C 0.64 0.41 -1.11
42 S -0.44 -0.93 -0.81
43 N 1.87 0.42 -0.63
44 C 2.81 1.52 -0.81
45 C 3.54 1.50 -2.15
46 C 4.56 0.38 -2.32
47 C 3.96 -1.01 -2.49
48 H 0.72 2.72 -5.98
49 H 0.25 3.18 -4.35
50 H -0.98 2.89 -5.57
51 H 0.90 0.76 -4.40
52 H -0.20 0.47 -5.71
53 H -1.17 -0.34 -3.61
54 H -2.15 0.94 -4.28
55 H -1.85 1.12 -1.81
56 H -1.30 2.56 -2.67
57 H 0.89 2.08 -2.18
58 H 2.10 -0.31 0.05
59 H 3.53 1.44 0.00
60 H 2.29 2.47 -0.66
61 H 4.04 2.47 -2.26
62 H 2.81 1.45 -2.97
63 H 5.24 0.39 -1.46
64 H 5.18 0.61 -3.19
65 H 3.49 -1.38 -1.57
66 H 4.73 -1.73 -2.77
67 H 3.20 -1.02 -3.27

Atom charges from the Löwdin analysis, given in e for atoms 1 to 6: 0.35, 0.69, -0.67, -0.12, -0.51, 0.75

***

# 4
4 unconnected molecules or ions with the total composition C24H31F3N3O14S2. Source: OMol25; level of theory: ωB97M-V with the def2-TZVPD basis set.

Results
Energy relative to the best compared isomer or geometry (same formula, charge and spin), eV: 0.000
Charge: +1
E_tot, Eh: -3246.25068

CARTESIAN COORDINATES (ANGSTROEM)
1 C 2.41 -1.93 2.20
2 C 2.40 -1.45 0.65
3 C 1.87 -2.73 -0.20
4 O 0.51 -2.40 -0.62
5 C -0.23 -3.58 -0.92
6 O 0.28 -4.68 -1.21
7 C -1.84 -3.38 -0.92
8 S -2.16 -1.71 -1.67
9 C -3.61 -0.91 -0.88
10 C -4.96 -1.66 -0.59
11 C -6.06 -0.75 0.10
12 C -7.46 -1.51 0.41
13 C -7.87 -1.12 1.91
14 N -7.95 -2.04 2.84
15 N -5.91 0.61 0.39
16 N -4.75 1.18 0.07
17 C -3.57 0.63 -0.50
18 C -2.23 1.40 -0.85
19 C -2.05 2.86 -0.22
20 O -1.76 3.76 -1.34
21 O 3.78 -1.18 0.28
22 C 4.13 0.18 0.49
23 O 4.93 0.70 -0.33
24 C 3.65 1.09 1.71
25 S 3.86 2.87 1.20
26 H 1.34 -1.78 2.60
27 H 2.75 -3.03 2.31
28 H 3.17 -1.33 2.83
29 H 1.72 -0.54 0.51
30 H 1.90 -3.67 0.44
31 H 2.48 -2.89 -1.17
32 H -2.24 -3.48 0.16
33 H -2.26 -4.24 -1.56
34 H -5.11 -2.76 -0.84
35 H -8.22 -1.03 -0.30
36 H -7.35 -2.63 0.23
37 H -8.07 -0.03 2.18
38 H -7.73 -2.93 2.35
39 H -4.70 2.20 0.28
40 H -1.37 0.74 -0.44
41 H -2.08 1.37 -2.00
42 H -1.10 2.90 0.45
43 H -2.90 3.23 0.42
44 H -0.79 3.71 -1.54
45 H 4.29 0.86 2.63
46 H 2.56 0.88 2.04
47 H 3.13 3.69 2.05
48 C 6.76 2.44 -2.09
49 C 7.05 3.90 -1.89
50 O 8.33 4.06 -2.48
51 C 8.39 3.12 -3.46
52 O 9.20 3.12 -4.35
53 O 7.42 2.17 -3.32
54 F 7.15 4.20 -0.57
55 H 7.19 1.82 -1.30
56 H 5.69 2.24 -2.16
57 H 6.34 4.57 -2.37
58 C -6.19 5.98 1.15
59 C -5.41 5.18 2.15
60 O -4.07 5.41 1.77
61 C -4.06 6.65 1.20
62 O -3.07 7.28 1.01
63 O -5.31 7.07 0.89
64 F -5.68 3.85 2.02
65 H -6.37 5.43 0.22
66 H -7.14 6.33 1.55
67 H -5.56 5.49 3.19
68 C 4.26 -7.34 -0.65
69 C 3.66 -6.01 -0.33
70 O 4.77 -5.14 -0.34
71 C 5.66 -5.69 -1.22
72 O 6.59 -5.11 -1.68
73 O 5.34 -6.99 -1.50
74 F 3.12 -6.00 0.92
75 H 4.65 -7.85 0.24
76 H 3.56 -8.00 -1.16
77 H 2.92 -5.66 -1.06

Atom charges from the Löwdin analysis, given in e for atoms 1 to 6: -0.04, -0.27, -0.09, -0.10, -0.42, 0.09

***

# 5
A single C24H31FN4OS molecule. Source: OMol25; level of theory: ωB97M-V with the def2-TZVPD basis set.

Results
SMILES string: CN1CCN(CCCNC(=O)c2ccc3c(c2)N(Cc2ccc(F)cc2)CCS3)CC1
E_tot, Eh: -1725.47089

CARTESIAN COORDINATES (ANGSTROEM)
1 C 0.11 2.82 -6.65
2 N 0.15 3.20 -5.26
3 C 0.15 2.04 -4.39
4 C 0.28 2.47 -2.93
5 N -0.83 3.34 -2.59
6 C -0.93 3.66 -1.18
7 C -2.40 3.62 -0.76
8 C -2.94 2.19 -0.85
9 N -2.55 1.38 0.28
10 C -1.54 0.48 0.26
11 O -0.87 0.24 -0.73
12 C -1.32 -0.23 1.55
13 C -2.37 -0.59 2.40
14 C -2.08 -1.30 3.54
15 C -0.78 -1.67 3.87
16 C 0.29 -1.30 3.04
17 C -0.03 -0.59 1.88
18 N 1.62 -1.54 3.35
19 C 2.53 -2.03 2.32
20 C 2.37 -3.51 2.07
21 C 3.30 -4.42 2.55
22 C 3.12 -5.78 2.37
23 C 1.99 -6.21 1.71
24 F 1.80 -7.54 1.53
25 C 1.04 -5.33 1.23
26 C 1.24 -3.98 1.41
27 C 1.92 -1.97 4.70
28 C 1.10 -3.17 5.15
29 S -0.62 -2.64 5.34
30 C -0.82 4.50 -3.45
31 C -0.95 4.07 -4.90
32 H -0.80 2.27 -6.92
33 H 0.97 2.20 -6.88
34 H 0.15 3.72 -7.27
35 H 0.99 1.40 -4.66
36 H -0.78 1.45 -4.50
37 H 0.24 1.59 -2.29
38 H 1.25 2.98 -2.80
39 H -0.38 2.92 -0.60
40 H -0.50 4.65 -0.95
41 H -2.99 4.26 -1.43
42 H -2.52 4.00 0.26
43 H -2.53 1.72 -1.75
44 H -4.03 2.19 -0.91
45 H -2.98 1.60 1.17
46 H -3.39 -0.35 2.16
47 H -2.88 -1.62 4.20
48 H 0.75 -0.28 1.20
49 H 2.34 -1.48 1.40
50 H 3.55 -1.80 2.64
51 H 4.19 -4.06 3.06
52 H 3.84 -6.49 2.73
53 H 0.17 -5.71 0.72
54 H 0.51 -3.27 1.04
55 H 1.72 -1.13 5.38
56 H 2.99 -2.20 4.76
57 H 1.15 -3.98 4.42
58 H 1.42 -3.54 6.12
59 H -1.66 5.15 -3.18
60 H 0.12 5.08 -3.34
61 H -0.93 4.95 -5.55
62 H -1.93 3.56 -5.03

Atom charges from the Löwdin analysis, given in e for atoms 1 to 6: -0.11, -0.23, -0.19, -0.18, -0.18, -0.20

***

# 6
A single C24H31N3O4 molecule. Source: OMol25; level of theory: ωB97M-V with the def2-TZVPD basis set.

Results
SMILES string: CCOc1ccccc1C(=O)N[C@@H](C(=O)Nc1ccccc1N1CCOCC1)C(C)C
Energy relative to the best compared isomer or geometry (same formula, charge and spin), eV: 0.630
E_tot, Eh: -1398.41159

CARTESIAN COORDINATES (ANGSTROEM)
1 C 0.73 2.73 3.88
2 C 0.66 1.33 4.46
3 O 1.13 0.45 3.45
4 C 0.96 -0.90 3.56
5 C 0.71 -1.53 4.77
6 C 0.57 -2.90 4.84
7 C 0.67 -3.67 3.69
8 C 0.89 -3.05 2.48
9 C 1.04 -1.67 2.39
10 C 1.18 -1.11 1.01
11 O 0.78 -1.72 0.03
12 N 1.80 0.09 0.91
13 C 1.76 0.83 -0.34
14 C 0.37 1.50 -0.39
15 O 0.11 2.45 0.32
16 N -0.50 0.87 -1.21
17 C -1.82 1.21 -1.51
18 C -2.41 2.39 -1.08
19 C -3.70 2.71 -1.48
20 C -4.41 1.85 -2.30
21 C -3.83 0.66 -2.72
22 C -2.55 0.31 -2.32
23 N -1.90 -0.88 -2.73
24 C -2.30 -1.42 -4.02
25 C -1.28 -2.49 -4.41
26 O -1.25 -3.53 -3.47
27 C -0.92 -3.04 -2.19
28 C -1.89 -1.95 -1.74
29 C 2.87 1.88 -0.39
30 C 2.80 2.64 -1.72
31 C 4.24 1.22 -0.22
32 H 0.26 3.44 4.57
33 H 1.77 3.02 3.73
34 H 0.22 2.77 2.92
35 H -0.37 1.07 4.72
36 H 1.29 1.24 5.36
37 H 0.63 -0.95 5.68
38 H 0.39 -3.37 5.79
39 H 0.56 -4.74 3.74
40 H 0.93 -3.62 1.56
41 H 1.93 0.64 1.74
42 H 1.87 0.11 -1.15
43 H -0.19 0.03 -1.68
44 H -1.85 3.06 -0.46
45 H -4.15 3.63 -1.14
46 H -5.41 2.10 -2.62
47 H -4.39 -0.01 -3.35
48 H -2.31 -0.61 -4.76
49 H -3.29 -1.89 -3.98
50 H -1.55 -2.94 -5.37
51 H -0.28 -2.03 -4.49
52 H -0.97 -3.89 -1.51
53 H 0.10 -2.64 -2.19
54 H -1.56 -1.56 -0.77
55 H -2.90 -2.38 -1.62
56 H 2.70 2.59 0.43
57 H 2.93 1.96 -2.56
58 H 1.84 3.14 -1.82
59 H 3.58 3.39 -1.76
60 H 4.43 0.53 -1.04
61 H 4.29 0.67 0.71
62 H 5.02 1.98 -0.22

Atom charges from the Löwdin analysis, given in e for atoms 1 to 6: -0.05, -0.24, -0.08, -0.20, -0.01, -0.07

***

no.,gap between HOMO and LUMO (eV)
1,7.36
2,5.46
3,7.04
4,6.23
5,8.44
6,8.80